Entry 1:
Density functional theory data (ωB97M-V/def2-TZVPD) for a 5-piece molecular cluster, C20H35N5 overall.

Output
- frontier orbital gap (eV) = 11.78
- E_LUMO (eV) = 0.61
- E_HOMO (eV) = -11.2
- SMILES string = CCCC#N.CCCC#N.CCCC#N.CCCC#N.CCCC#N
- ΔE to the lowest compared entry with this formula, charge and spin (kcal/mol) = 75.5
- total charge = 0

CARTESIAN COORDINATES (ANGSTROEM)
C -17.0002 14.0379 7.6372
C -18.1800 13.2978 6.9191
C -19.4648 13.2399 7.7320
C -20.5677 12.2793 7.3407
N -21.3883 11.5247 7.0721
H -16.0670 13.4911 7.5024
H -17.3194 13.9736 8.6775
H -16.9248 15.0509 7.2420
H -17.9580 12.2854 6.5816
H -18.4248 13.6753 5.9262
H -19.9498 14.2133 7.8048
H -19.1981 13.1623 8.7860
C -6.1460 22.6171 2.8134
C -6.7837 23.6211 3.7685
C -8.3318 23.6806 3.7415
C -8.9520 22.3530 3.5803
N -9.4518 21.2895 3.3939
H -5.0789 22.4461 2.9553
H -6.2613 22.8437 1.7534
H -6.4517 21.5708 2.8202
H -6.2951 24.5953 3.7525
H -6.5235 23.3757 4.7982
H -8.6019 24.3584 2.9317
H -8.8820 24.1152 4.5761
C -1.0414 11.8633 0.6728
C -1.2551 13.2516 1.5219
C -0.2098 13.4814 2.6185
C -0.3452 12.6053 3.7855
N -0.5127 11.9384 4.7280
H -1.7854 11.5810 -0.0722
H -1.0648 10.9348 1.2432
H -0.1497 11.9841 0.0577
H -2.2460 13.3572 1.9635
H -1.1108 14.1206 0.8800
H -0.4106 14.3711 3.2154
H 0.7934 13.4888 2.1923
C -10.5305 16.3505 18.6755
C -11.7331 17.0957 19.2591
C -12.0244 18.4870 18.6937
C -13.1646 19.3013 19.1233
N -13.9581 20.0550 19.5149
H -10.8603 15.3128 18.6256
H -9.5874 16.5151 19.1968
H -10.3320 16.7807 17.6939
H -11.7476 16.9986 20.3447
H -12.6737 16.5688 19.0990
H -12.0293 18.5259 17.6045
H -11.2426 19.2144 18.9122
C -5.6924 16.8777 7.9962
C -6.4005 15.6353 8.5522
C -7.9373 15.8438 8.3567
C -8.5530 16.0394 9.7584
N -9.0529 16.2556 10.7653
H -5.9379 16.8397 6.9349
H -4.6092 16.8025 8.0912
H -5.8962 17.8529 8.4385
H -6.1723 15.4593 9.6034
H -6.0028 14.7096 8.1361
H -8.5339 14.9922 8.0295
H -8.2571 16.7112 7.7792

Atoms 1-2, force components in eV/Å:
-1.6 -1.1 -0.7
-0.1 -0.7 -1.4

Löwdin charges in e: atom 1 (C): -0.07, atom 2 (C): -0.26, atom 3 (C): -0.21, atom 4 (C): -0.20, atom 5 (N): 0.12, atom 6 (H): 0.07, atom 7 (H): 0.06, atom 8 (H): 0.07, atom 9 (H): 0.10, atom 10 (H): 0.10, atom 11 (H): 0.11, atom 12 (H): 0.10, atom 13 (C): -0.12, atom 14 (C): -0.24, atom 15 (C): -0.19, atom 16 (C): -0.22, atom 17 (N): 0.13, atom 18 (H): 0.07, atom 19 (H): 0.07, atom 20 (H): 0.07, atom 21 (H): 0.11, atom 22 (H): 0.10, atom 23 (H): 0.11, atom 24 (H): 0.11, atom 25 (C): -0.07, atom 26 (C): -0.21, atom 27 (C): -0.21, atom 28 (C): -0.24, atom 29 (N): 0.13, atom 30 (H): 0.05, atom 31 (H): 0.06, atom 32 (H): 0.06, atom 33 (H): 0.10, atom 34 (H): 0.09, atom 35 (H): 0.12, atom 36 (H): 0.12, atom 37 (C): -0.09, atom 38 (C): -0.26, atom 39 (C): -0.21, atom 40 (C): -0.23, atom 41 (N): 0.13, atom 42 (H): 0.08, atom 43 (H): 0.07, atom 44 (H): 0.07, atom 45 (H): 0.11, atom 46 (H): 0.10, atom 47 (H): 0.12, atom 48 (H): 0.12, atom 49 (C): -0.12, atom 50 (C): -0.25, atom 51 (C): -0.15, atom 52 (C): -0.23, atom 53 (N): 0.12, atom 54 (H): 0.07, atom 55 (H): 0.07, atom 56 (H): 0.08, atom 57 (H): 0.10, atom 58 (H): 0.10, atom 59 (H): 0.10, atom 60 (H): 0.11

***

Entry 2:
Density functional theory data (ωB97M-V/def2-TZVPD) for an isolated ion of composition C7H14N5 and charge +1.

Output
- frontier orbital gap (spin up / spin down) (eV) = 6.71 / 7.23
- expectation value of S² = 2.01
- E_LUMO (spin up / spin down) (eV) = -2.58 / -6.31
- E_HOMO (spin up / spin down) (eV) = -9.3 / -13.5
- ΔE to the lowest compared entry with this formula, charge and spin (kcal/mol) = 23.6
- total charge = +1
- 2S+1 = 3

CARTESIAN COORDINATES (ANGSTROEM)
C -1.6160 -1.2017 0.1062
C -0.3050 -1.0271 0.2849
C -2.3292 0.0375 -0.2293
C 1.0796 0.6580 -0.5780
C -3.7381 -0.1100 -0.6477
C 3.1125 -0.9873 -0.6407
C -0.0745 0.9817 1.6423
N -1.4833 1.0390 -0.2509
N 0.9030 -1.5330 0.3052
N 1.8308 -0.4749 0.0425
N 1.8507 1.9033 -0.4995
N -0.1989 0.6190 0.2345
H -2.0640 -2.2224 0.2395
H 0.8224 0.5278 -1.5683
H -4.2790 -0.6080 0.1444
H -3.8380 -0.8212 -1.5746
H -4.3137 0.8285 -0.7901
H 3.8043 -1.3963 0.1491
H 2.8636 -1.7013 -1.3578
H 3.6818 -0.1014 -1.1693
H 0.8573 0.6383 2.0847
H -0.1422 2.0451 1.5191
H -1.0830 0.6297 2.1004
H 1.2397 -2.3966 0.6512
H 1.2575 2.6849 -0.7045
H 2.1616 1.9886 0.5065

Atoms 1-2, force components in eV/Å:
-4.8 -1.5 -0.6
0.8 3.9 0.6

Löwdin charges in e: atom 1 (C): 0.05, atom 2 (C): -0.20, atom 3 (C): -0.33, atom 4 (C): -0.28, atom 5 (C): -0.04, atom 6 (C): 0.01, atom 7 (C): 0.01, atom 8 (N): 0.15, atom 9 (N): 0.16, atom 10 (N): -0.07, atom 11 (N): 0.11, atom 12 (N): -0.19, atom 13 (H): 0.16, atom 14 (H): 0.14, atom 15 (H): 0.08, atom 16 (H): 0.13, atom 17 (H): 0.10, atom 18 (H): 0.10, atom 19 (H): 0.05, atom 20 (H): 0.13, atom 21 (H): 0.11, atom 22 (H): 0.09, atom 23 (H): 0.15, atom 24 (H): 0.17, atom 25 (H): 0.09, atom 26 (H): 0.11

***

Entry 3:
Density functional theory data (ωB97M-V/def2-TZVPD) for a 2-piece molecular cluster, C5H12N2O2 overall.

Output
- frontier orbital gap (eV) = 8.19
- E_LUMO (eV) = 0.54
- E_HOMO (eV) = -7.7
- SMILES string = CC=C(N)N.CC(=O)O
- ΔE to the lowest compared entry with this formula, charge and spin (kcal/mol) = 75.2
- total charge = 0

CARTESIAN COORDINATES (ANGSTROEM)
C -1.7993 -1.4342 -0.7936
C -0.7363 -0.9285 0.1187
C -0.5868 0.3802 0.5514
N -0.1878 0.6195 1.8947
N -1.2688 1.4155 -0.1381
H -1.3737 -2.1099 -1.5369
H -2.5213 -2.0079 -0.2070
H -2.3481 -0.6443 -1.3039
H -0.2688 -1.6820 0.7375
H 0.0445 1.5865 2.0801
H -0.8413 0.2577 2.5770
H -1.1895 1.5295 -1.1414
H -1.5661 2.1885 0.4410
C 2.3434 -0.3124 0.2775
C 1.5705 0.6569 -0.5801
O 2.0106 1.7542 -0.8747
O 0.9066 -0.0196 -1.7064
H 1.8432 -0.6877 1.1655
H 3.1931 0.1706 0.7581
H 2.7312 -1.0983 -0.3720
H 0.0447 0.3660 -1.9476

Atoms 1-2, force components in eV/Å:
0.5 0.1 -0.5
-0.3 1.9 2.1

Löwdin charges in e: atom 1 (C): -0.10, atom 2 (C): -0.14, atom 3 (C): -0.49, atom 4 (N): 0.09, atom 5 (N): 0.10, atom 6 (H): 0.07, atom 7 (H): 0.08, atom 8 (H): 0.06, atom 9 (H): 0.10, atom 10 (H): 0.09, atom 11 (H): 0.09, atom 12 (H): 0.09, atom 13 (H): 0.09, atom 14 (C): -0.01, atom 15 (C): -0.49, atom 16 (O): 0.09, atom 17 (O): -0.04, atom 18 (H): 0.06, atom 19 (H): 0.09, atom 20 (H): 0.10, atom 21 (H): 0.07

***

Entry 4:
Density functional theory data (ωB97M-V/def2-TZVPD) for a 2-piece molecular cluster, C31H24N3O5 overall.

Output
- frontier orbital gap (eV) = 5.61
- E_LUMO (eV) = 1.83
- E_HOMO (eV) = -3.8
- total charge = -1

CARTESIAN COORDINATES (ANGSTROEM)
C -0.9968 -4.9086 -0.9298
C -2.0714 -4.3746 -1.6458
C -2.2642 -3.0015 -1.6891
C -1.4590 -2.1377 -0.9070
C -1.6950 -0.6976 -0.9059
C -3.0325 -0.0843 -0.9464
O -3.1669 1.1174 -1.1909
C -4.2356 -0.9700 -0.6858
C -4.2520 -1.9713 0.2923
C -5.3478 -2.8303 0.4053
C -6.4673 -2.6458 -0.4152
C -6.4728 -1.6059 -1.3512
C -5.3684 -0.7633 -1.4797
C -0.6661 0.1107 -1.3960
N 0.2162 0.7306 -1.8908
C -0.3833 -2.6902 -0.1691
C -0.1408 -4.0602 -0.2152
H -0.8267 -5.9863 -0.9437
H -2.7690 -5.0190 -2.1772
H -3.0460 -2.5690 -2.3179
H -3.4010 -2.0809 0.9667
H -5.3301 -3.6365 1.1392
H -7.3334 -3.3047 -0.3135
H -7.3460 -1.4397 -1.9812
H -5.3838 0.0601 -2.1950
H 0.2213 -2.0357 0.4732
H 0.7159 -4.4668 0.3254
C 7.8995 -2.1461 3.2023
C 7.0322 -2.3043 4.2871
C 5.6520 -2.1528 4.1119
C 5.1178 -1.8109 2.8595
C 3.6293 -1.5690 2.7567
O 3.3887 -0.6879 1.6251
C 2.0850 -0.3839 1.4251
N 2.0455 0.5987 0.3896
N 0.9943 1.2846 0.2774
C 1.4074 2.7021 0.0567
O 2.5353 3.1077 0.2400
O 0.3582 3.4582 -0.3174
C 0.7541 4.8169 -0.6782
C -0.4196 5.4168 -1.3804
C -0.2818 5.9363 -2.6764
C -1.4180 6.2790 -3.4165
C -2.6964 6.1036 -2.8643
C -2.8122 5.7248 -1.5166
C -1.6792 5.3784 -0.7770
O 1.1369 -0.8959 1.9974
C 5.9826 -1.7074 1.7592
C 7.3656 -1.8629 1.9434
H 8.9773 -2.2657 3.3370
H 7.4270 -2.5356 5.2775
H 4.9566 -2.2754 4.9471
H 3.0736 -2.5217 2.6270
H 3.2568 -1.0720 3.6720
H 1.0218 5.3697 0.2339
H 1.6242 4.7707 -1.3393
H 0.7270 6.0574 -3.0793
H -1.3006 6.6597 -4.4348
H -3.5885 6.2738 -3.4766
H -3.7940 5.6759 -1.0461
H -1.7646 5.0699 0.2660
H 5.5806 -1.4807 0.7699
H 8.0279 -1.7513 1.0855

Atoms 1-2, force components in eV/Å:
0.1 0.0 0.1
0.2 0.1 0.1

Löwdin charges in e: atom 1 (C): -0.12, atom 2 (C): -0.10, atom 3 (C): -0.05, atom 4 (C): -0.21, atom 5 (C): -0.16, atom 6 (C): -0.37, atom 7 (O): 0.01, atom 8 (C): -0.16, atom 9 (C): -0.04, atom 10 (C): -0.09, atom 11 (C): -0.11, atom 12 (C): -0.10, atom 13 (C): -0.03, atom 14 (C): -0.20, atom 15 (N): 0.15, atom 16 (C): -0.02, atom 17 (C): -0.10, atom 18 (H): 0.09, atom 19 (H): 0.09, atom 20 (H): 0.12, atom 21 (H): 0.13, atom 22 (H): 0.10, atom 23 (H): 0.09, atom 24 (H): 0.09, atom 25 (H): 0.12, atom 26 (H): 0.08, atom 27 (H): 0.09, atom 28 (C): -0.11, atom 29 (C): -0.10, atom 30 (C): -0.05, atom 31 (C): -0.19, atom 32 (C): -0.11, atom 33 (O): 0.00, atom 34 (C): -0.49, atom 35 (N): 0.09, atom 36 (N): 0.12, atom 37 (C): -0.49, atom 38 (O): 0.10, atom 39 (O): 0.02, atom 40 (C): -0.11, atom 41 (C): -0.21, atom 42 (C): -0.04, atom 43 (C): -0.09, atom 44 (C): -0.09, atom 45 (C): -0.07, atom 46 (C): -0.02, atom 47 (O): 0.08, atom 48 (C): -0.02, atom 49 (C): -0.09, atom 50 (H): 0.10, atom 51 (H): 0.10, atom 52 (H): 0.11, atom 53 (H): 0.14, atom 54 (H): 0.14, atom 55 (H): 0.14, atom 56 (H): 0.13, atom 57 (H): 0.11, atom 58 (H): 0.10, atom 59 (H): 0.10, atom 60 (H): 0.10, atom 61 (H): 0.12, atom 62 (H): 0.12, atom 63 (H): 0.10

***

Entry 5:
Density functional theory data (ωB97M-V/def2-TZVPD) for an isolated molecule of C4H9NO.

Output
- frontier orbital gap (eV) = 10.07
- E_LUMO (eV) = 0.96
- E_HOMO (eV) = -9.1
- ΔE to the lowest compared entry with this formula, charge and spin (kcal/mol) = 127.8
- total charge = 0

CARTESIAN COORDINATES (ANGSTROEM)
C -1.6192 -0.9521 -0.1889
N -0.4338 -0.3892 0.4181
C -0.2592 1.0482 0.2868
C 0.8496 -0.8017 -0.1310
C 1.5472 0.4710 0.3473
O 2.3112 1.2276 -0.4206
H -1.6833 -0.7459 -1.2736
H -2.5100 -0.5405 0.2975
H -1.6216 -2.0373 -0.0414
H -0.6355 1.6502 1.1186
H 1.0387 1.5266 -0.1911
H -0.6217 1.4461 -0.6841
H 0.8727 -0.8235 -1.2348
H 1.2403 -1.7452 0.2684
H 1.6983 0.4882 1.4398

Atoms 1-2, force components in eV/Å:
-0.1 -0.1 0.0
0.0 0.0 0.0

Löwdin charges in e: atom 1 (C): -0.10, atom 2 (N): -0.25, atom 3 (C): -0.09, atom 4 (C): -0.14, atom 5 (C): -0.35, atom 6 (O): -0.11, atom 7 (H): 0.09, atom 8 (H): 0.09, atom 9 (H): 0.09, atom 10 (H): 0.11, atom 11 (H): 0.16, atom 12 (H): 0.12, atom 13 (H): 0.13, atom 14 (H): 0.12, atom 15 (H): 0.15

***

Entry 6:
Density functional theory data (ωB97M-V/def2-TZVPD) for C48H34InN4S2 as an isolated structure.

Output
- frontier orbital gap (eV) = 5.35
- E_LUMO (eV) = 1.71
- E_HOMO (eV) = -3.6
- ΔE to the lowest compared entry with this formula, charge and spin (kcal/mol) = 0.0
- total charge = -1

CARTESIAN COORDINATES (ANGSTROEM)
In -0.0974 -0.0686 -0.1832
C -2.5918 7.1606 -1.7231
C -1.4393 7.0974 -0.9529
C -0.8715 5.8670 -0.6473
C -1.4472 4.6881 -1.1093
C -2.5982 4.7583 -1.8922
C -3.1687 5.9865 -2.1931
C -0.8830 3.3436 -0.7870
C -1.0446 2.8890 0.5326
C -1.5817 3.6545 1.6079
C -1.4925 2.8924 2.7413
C -0.9030 1.6395 2.3685
C -0.6002 0.5609 3.2881
C -0.9461 0.7798 4.7275
C -2.2674 0.8751 5.1639
C -2.5670 1.0908 6.5025
C -1.5474 1.2122 7.4365
C -0.2258 1.1183 7.0200
C 0.0692 0.9103 5.6787
C 0.0898 -0.5867 2.9570
N 0.5728 -0.8881 1.7164
C 1.3390 -2.0379 1.7894
C 2.1107 -2.5544 0.7755
C 2.8258 -3.8436 1.0006
C 3.8274 -3.9672 1.9635
C 4.4704 -5.1801 2.1796
C 4.1333 -6.2942 1.4249
C 3.1490 -6.1829 0.4493
C 2.5037 -4.9728 0.2395
C 2.2604 -1.8567 -0.5329
C 2.8010 -2.6185 -1.7292
C 1.9808 -2.6638 -2.7858
C 0.5936 -2.0686 -2.7160
N 1.7972 -0.7166 -0.8266
C 0.1110 -0.6619 -3.3608
C 0.2053 0.8252 -2.9952
C 0.0669 1.8849 -3.9507
C -0.2753 3.0197 -3.2445
C -0.3364 2.6425 -1.8735
N 0.0204 1.3230 -1.7873
C 0.8731 -0.7562 -4.7035
C 2.2388 -0.4627 -4.5902
C 3.0714 -0.4528 -5.6945
C 2.5566 -0.7241 -6.9587
C 1.2083 -1.0025 -7.0890
C 0.3724 -1.0183 -5.9721
C 1.2171 -2.5504 3.1655
C 0.4811 -1.6755 3.8692
N -0.6498 1.6532 1.0425
H -3.0382 8.1187 -1.9599
H -0.9795 8.0079 -0.5874
H 0.0317 5.8134 -0.0510
H -3.0425 3.8387 -2.2546
H -4.0673 6.0273 -2.7971
H -1.9797 4.6542 1.5366
H -1.7841 3.1750 3.7404
H -3.0641 0.7708 4.4362
H -3.6009 1.1575 6.8203
H -1.7803 1.3802 8.4811
H 0.5773 1.2149 7.7414
H 1.0992 0.8503 5.3481
H 4.1091 -3.0962 2.5441
H 5.2434 -5.2542 2.9358
H 4.6313 -7.2412 1.5942
H 2.8769 -7.0459 -0.1474
H 1.7262 -4.8861 -0.5123
H 3.7590 -3.1311 -1.7303
H 2.2613 -3.1889 -3.6946
H 0.2006 1.8092 -5.0188
H -0.4713 4.0021 -3.6468
H 2.6277 -0.2258 -3.6047
H 4.1241 -0.2286 -5.5698
H 3.2013 -0.7042 -7.8296
H 0.7887 -1.1990 -8.0687
H -0.6696 -1.2223 -6.1259
H 1.6577 -3.4672 3.5254
H 0.2102 -1.7357 4.9116
C -1.0374 -3.8125 -3.9845
C -0.7463 -2.6586 -3.0674
S -0.3288 -2.9509 -1.3533
C -1.3798 -1.2265 -3.2168
C -2.4164 -1.0358 -4.3244
S -2.2085 -0.5911 -1.6891
H -0.3949 -4.6550 -3.7266
H -0.8427 -3.5360 -5.0243
H -2.0792 -4.1299 -3.8950
H -2.2969 -1.7468 -5.1409
H -2.3637 -0.0180 -4.7158
H -3.4128 -1.1818 -3.9080

Atoms 1-2, force components in eV/Å:
-0.2 -0.2 0.2
0.0 -0.1 0.0

Löwdin charges in e: atom 1 (In): 0.66, atom 2 (C): -0.10, atom 3 (C): -0.09, atom 4 (C): -0.04, atom 5 (C): -0.20, atom 6 (C): -0.03, atom 7 (C): -0.08, atom 8 (C): -0.04, atom 9 (C): -0.22, atom 10 (C): -0.01, atom 11 (C): -0.02, atom 12 (C): -0.21, atom 13 (C): -0.08, atom 14 (C): -0.21, atom 15 (C): -0.04, atom 16 (C): -0.09, atom 17 (C): -0.11, atom 18 (C): -0.09, atom 19 (C): -0.04, atom 20 (C): -0.23, atom 21 (N): 0.02, atom 22 (C): -0.23, atom 23 (C): -0.10, atom 24 (C): -0.19, atom 25 (C): -0.05, atom 26 (C): -0.10, atom 27 (C): -0.11, atom 28 (C): -0.09, atom 29 (C): -0.03, atom 30 (C): -0.43, atom 31 (C): -0.05, atom 32 (C): -0.10, atom 33 (C): -0.45, atom 34 (N): 0.04, atom 35 (C): -0.21, atom 36 (C): -0.25, atom 37 (C): -0.01, atom 38 (C): -0.01, atom 39 (C): -0.24, atom 40 (N): -0.02, atom 41 (C): -0.17, atom 42 (C): -0.04, atom 43 (C): -0.07, atom 44 (C): -0.11, atom 45 (C): -0.09, atom 46 (C): -0.03, atom 47 (C): 0.01, atom 48 (C): 0.00, atom 49 (N): 0.05, atom 50 (H): 0.09, atom 51 (H): 0.10, atom 52 (H): 0.12, atom 53 (H): 0.13, atom 54 (H): 0.10, atom 55 (H): 0.11, atom 56 (H): 0.10, atom 57 (H): 0.12, atom 58 (H): 0.10, atom 59 (H): 0.09, atom 60 (H): 0.10, atom 61 (H): 0.12, atom 62 (H): 0.12, atom 63 (H): 0.09, atom 64 (H): 0.09, atom 65 (H): 0.10, atom 66 (H): 0.09, atom 67 (H): 0.11, atom 68 (H): 0.12, atom 69 (H): 0.10, atom 70 (H): 0.10, atom 71 (H): 0.13, atom 72 (H): 0.10, atom 73 (H): 0.09, atom 74 (H): 0.10, atom 75 (H): 0.08, atom 76 (H): 0.11, atom 77 (H): 0.11, atom 78 (C): -0.05, atom 79 (C): -0.64, atom 80 (S): 0.94, atom 81 (C): -0.69, atom 82 (C): -0.12, atom 83 (S): 0.59, atom 84 (H): 0.08, atom 85 (H): 0.07, atom 86 (H): 0.09, atom 87 (H): 0.05, atom 88 (H): 0.08, atom 89 (H): 0.05

***

Number 1: total energy -1056.69623 Eh. Number 2: total energy -548.40378 Eh. Number 3: total energy -457.62900 Eh. Number 4: total energy -1736.14575 Eh. Number 5: total energy -287.62873 Eh. Number 6: total energy -3055.05695 Eh.